## w
ORCA calculation (ωB97M-V with the def2-TZVPD basis set) on a 2-piece molecular cluster, C6H15NO overall.

Positions of all 23 atoms, in Å:
C1 1.50591 1.28728 -2.49367
C2 1.11708 -0.11553 -1.98809
C3 -0.36810 -0.32783 -1.81296
C4 -0.83894 0.25735 -0.45163
N1 -3.08341 -1.41948 2.16846
C5 -2.11613 -0.57102 1.53945
C6 -1.99089 -0.51928 0.22734
H1 2.53259 1.53638 -2.22949
H2 1.19602 1.38839 -3.52721
H3 0.82994 1.97995 -1.94396
H4 1.53494 -0.92199 -2.63389
H5 1.62150 -0.33507 -1.03452
H6 -0.59558 -1.37661 -1.72204
H7 -0.92074 0.18925 -2.59157
H8 -0.17916 0.36385 0.41749
H9 -1.14184 1.32392 -0.60008
H10 -3.96143 -1.42562 1.66689
H11 -3.25298 -1.14554 3.12699
H12 -1.44256 -0.04717 2.18441
H13 -2.62978 -0.75496 -0.60713
H14 3.60297 -0.29745 4.50740
H15 4.75441 0.40262 3.76950
O1 3.82621 0.52856 4.02831

HOMO level (alpha / beta) (eV): 1.30 / -5.54
Total charge: -1
LUMO energy (alpha / beta) (hartree): 0.124 / 0.123
<S²>: 0.7503
Spin multiplicity: 2
Frontier orbital gap (alpha / beta) (eV): 2.0803 / 8.8753



## x
ORCA calculation (ωB97M-V with the def2-TZVPD basis set) on a 2-piece molecular cluster, C6H15NO overall.

Positions of all 23 atoms, in Å:
C1 -1.18792 0.24711 -0.09564
C2 -1.61139 -1.07166 0.57285
C3 -0.50830 -2.12650 0.28461
C4 0.71151 -1.84194 0.70650
C5 -0.93190 1.48244 0.77834
N1 0.10557 2.38147 0.22259
C6 1.39246 2.27554 0.87284
H1 -0.29538 0.16953 -0.70158
H2 -1.96961 0.45870 -0.84474
H3 -2.54385 -1.48748 0.18757
H4 -1.76290 -0.85255 1.64956
H5 -0.83612 -3.05352 -0.19952
H6 1.56742 -2.50576 0.73286
H7 0.91628 -1.02843 1.37986
H8 -0.59869 1.12306 1.77726
H9 -1.77810 2.13395 0.87088
H10 0.22038 2.21385 -0.79273
H11 1.77795 1.28056 1.13813
H12 2.24623 2.73770 0.38941
H13 1.28161 2.82262 1.85100
H14 1.84129 -0.73396 -2.74487
H15 0.58263 -1.43142 -2.34199
O1 1.41497 -1.62013 -2.79276

HOMO level (alpha / beta) (eV): 1.17 / -4.26
Total charge: -1
LUMO energy (alpha / beta) (hartree): 0.143 / 0.136
<S²>: 0.7519
Spin multiplicity: 2
Frontier orbital gap (alpha / beta) (eV): 2.7178 / 7.9583



Least stable structure: x